a:
This record from the OMol25 dataset describes C5H10ClN in the gas phase. The level of theory is ωB97M-V with the def2-TZVPD basis set.

Properties
* total charge: 0
* HOMO level: -10.3073 eV
* Kohn-Sham gap: 11.2 eV
* SMILES: [H]/N=C(\Cl)CC(C)C
* lowest unoccupied orbital energy: 0.034 hartree

Positions of all 17 atoms, in Å:
H: -1.255 -1.929 3.273
N: -1.336 -1.398 2.411
C: -0.771 -1.817 1.398
Cl: 0.182 -3.280 1.265
C: -0.864 -0.955 0.008
C: -0.019 0.312 0.097
C: -0.190 1.097 -1.203
C: 1.450 -0.019 0.337
H: -1.916 -0.711 -0.111
H: -0.528 -1.597 -0.803
H: -0.390 0.915 0.931
H: 0.159 0.506 -2.048
H: 0.382 2.020 -1.172
H: -1.235 1.345 -1.365
H: 1.816 -0.707 -0.423
H: 2.054 0.885 0.301
H: 1.588 -0.480 1.312

Atom charges from the Mulliken analysis, given in e for atoms 1 to 2: number 1, H, carries 0.28; number 2, N, carries -0.54

b:
This record from the OMol25 dataset describes C5H10ClN in the gas phase. The level of theory is ωB97M-V with the def2-TZVPD basis set.

Properties
* total charge: 0
* HOMO level: -8.8753 eV
* Kohn-Sham gap: 9.8 eV
* SMILES: C[C@H]1[C@@H](CCl)N1C
* lowest unoccupied orbital energy: 0.034 hartree

Positions of all 17 atoms, in Å:
C: 0.116 -0.104 -1.690
C: 0.278 -1.065 -0.539
C: 0.848 -0.405 0.731
C: 1.071 1.061 0.894
Cl: 2.749 1.597 0.309
N: -0.506 -0.983 0.630
C: -1.766 -0.268 0.593
H: 1.042 0.092 -2.244
H: -0.327 0.810 -1.340
H: -0.713 -0.595 -2.193
H: 0.638 -2.046 -0.775
H: 1.503 -0.994 1.344
H: 0.271 1.737 0.443
H: 1.126 1.222 1.985
H: -2.473 -0.802 -0.057
H: -2.159 -0.125 1.645
H: -1.697 0.869 0.263

Atom charges from the Mulliken analysis, given in e for atoms 1 to 2: number 1, C, carries -1.19; number 2, C, carries 0.00

Most favorable structure: a. The second most favorable one is 177.1 kJ/mol above it.

a:
This record from the OMol25 dataset describes a 8-piece molecular cluster, C36H96N8O10 overall. The level of theory is ωB97M-V with the def2-TZVPD basis set.

Properties
* total charge: 0
* HOMO level: -8.6050 eV
* Kohn-Sham gap: 9.1 eV
* SMILES: COC[C@H](C)N.COC[C@H](C)N.COC[C@H](C)N.COC[C@H](C)N.COC[C@H](C)N.COC[C@H](C)N.COCCNCCOC.COCCNCCOC
* lowest unoccupied orbital energy: 0.017 hartree

Positions of all 150 atoms, in Å:
C: 9.117 9.671 1.573
O: 7.767 9.218 1.201
C: 7.731 8.649 -0.037
C: 6.382 7.974 -0.315
C: 6.087 6.776 0.609
N: 6.276 7.660 -1.709
H: 9.309 10.473 0.861
H: 9.875 8.904 1.414
H: 9.320 10.302 2.438
H: 7.900 9.435 -0.773
H: 8.568 7.957 -0.127
H: 5.540 8.652 -0.177
H: 7.002 6.336 1.006
H: 5.504 6.153 -0.070
H: 5.407 7.147 1.375
H: 6.862 6.876 -1.958
H: 6.289 8.438 -2.353
C: -4.162 -2.645 7.839
O: -3.712 -4.026 7.905
C: -4.179 -4.779 9.059
C: -3.588 -6.147 8.957
C: -4.032 -6.912 7.721
N: -4.156 -6.914 10.119
H: -3.746 -2.060 7.019
H: -3.870 -2.145 8.763
H: -5.251 -2.620 7.800
H: -3.859 -4.404 10.031
H: -5.237 -4.899 9.289
H: -2.504 -6.033 8.959
H: -3.720 -7.957 7.711
H: -3.473 -6.642 6.826
H: -5.074 -6.732 7.455
H: -3.691 -6.514 10.921
H: -3.940 -7.881 9.923
C: -2.332 6.531 4.377
O: -3.684 6.212 4.074
C: -4.544 7.266 4.380
C: -4.639 8.099 5.690
C: -5.091 7.239 6.849
N: -5.523 9.215 5.460
H: -2.002 7.381 3.779
H: -1.682 5.672 4.212
H: -2.044 6.730 5.410
H: -4.362 7.974 3.572
H: -5.532 6.926 4.070
H: -3.646 8.528 5.828
H: -4.172 6.851 7.288
H: -5.822 6.486 6.555
H: -5.539 7.781 7.682
H: -5.453 9.296 4.455
H: -6.506 8.984 5.491
C: 2.029 11.196 8.742
O: 2.815 10.490 7.743
C: 3.504 9.419 8.272
C: 4.658 9.260 7.282
C: 5.577 8.081 7.447
N: 5.481 10.387 7.319
H: 1.365 11.961 8.339
H: 2.763 11.491 9.492
H: 1.336 10.540 9.268
H: 3.792 9.433 9.323
H: 2.799 8.591 8.213
H: 4.224 9.256 6.282
H: 6.493 8.000 6.861
H: 5.092 7.162 7.118
H: 5.690 8.005 8.528
H: 5.759 10.371 6.348
H: 4.761 11.095 7.362
C: 2.804 -1.057 3.593
O: 2.149 -1.149 2.309
C: 2.447 -2.369 1.648
C: 1.551 -3.567 2.073
C: 2.279 -4.719 2.847
N: 1.006 -4.254 0.898
H: 2.902 -0.056 4.012
H: 3.847 -1.369 3.542
H: 2.329 -1.630 4.389
H: 2.330 -2.105 0.597
H: 3.527 -2.483 1.558
H: 0.684 -3.316 2.684
H: 1.700 -5.640 2.923
H: 2.607 -4.352 3.820
H: 3.251 -5.006 2.446
H: 0.162 -3.732 0.710
H: 0.678 -5.203 1.007
C: 0.322 -3.645 -8.460
O: -0.155 -3.217 -9.772
C: -0.480 -4.165 -10.728
C: -1.252 -3.552 -11.957
C: -2.585 -2.851 -11.542
N: -1.650 -4.455 -13.071
H: -0.377 -4.263 -7.897
H: 0.373 -2.885 -7.681
H: 1.309 -4.091 -8.587
H: 0.486 -4.559 -11.044
H: -1.015 -5.030 -10.335
H: -0.573 -2.744 -12.228
H: -3.218 -2.604 -12.394
H: -2.433 -1.893 -11.046
H: -3.134 -3.402 -10.778
H: -1.976 -5.344 -12.720
H: -2.477 -4.045 -13.480
C: -2.444 -10.570 -1.915
O: -1.245 -10.177 -2.743
C: -1.405 -10.405 -4.069
C: -0.005 -10.515 -4.709
N: -0.139 -10.902 -6.121
C: 1.173 -11.352 -6.739
C: 1.791 -10.103 -7.377
O: 3.192 -10.253 -7.735
C: 3.839 -9.017 -8.003
H: -2.139 -10.831 -0.902
H: -2.974 -11.437 -2.310
H: -3.238 -9.827 -1.844
H: -1.942 -9.512 -4.389
H: -2.016 -11.299 -4.190
H: 0.622 -11.166 -4.099
H: 0.591 -9.609 -4.597
H: -0.803 -11.662 -6.150
H: 0.835 -12.007 -7.542
H: 1.988 -11.827 -6.193
H: 1.600 -9.188 -6.818
H: 1.227 -9.880 -8.282
H: 3.667 -8.339 -7.167
H: 3.363 -8.708 -8.934
H: 4.925 -9.097 -8.052
C: -5.093 -2.560 -2.078
O: -4.579 -1.271 -1.941
C: -3.974 -0.856 -3.153
C: -3.645 0.596 -3.070
N: -3.253 1.133 -4.343
C: -3.571 2.545 -4.540
C: -3.176 2.921 -5.992
O: -1.851 3.556 -6.233
C: -0.825 2.744 -5.700
H: -5.307 -2.857 -1.051
H: -4.252 -3.212 -2.309
H: -5.860 -2.668 -2.845
H: -4.662 -1.003 -3.985
H: -3.056 -1.405 -3.363
H: -2.887 0.696 -2.294
H: -4.532 1.082 -2.663
H: -3.423 0.551 -5.151
H: -3.133 3.263 -3.846
H: -4.651 2.635 -4.422
H: -3.892 3.663 -6.346
H: -3.115 2.103 -6.710
H: -0.726 2.642 -4.620
H: 0.160 3.136 -5.954
H: -0.885 1.782 -6.209

Atom charges from the Mulliken analysis, given in e for atoms 1 to 2: number 1, C, carries -0.81; number 2, O, carries -0.29

b:
This record from the OMol25 dataset describes a 8-piece molecular cluster, C36H96N8O10 overall. The level of theory is ωB97M-V with the def2-TZVPD basis set.

Properties
* total charge: 0
* HOMO level: -7.8271 eV
* Kohn-Sham gap: 8.4 eV
* SMILES: COC[C@H](C)N.COC[C@H](C)N.COC[C@H](C)N.COC[C@H](C)N.COC[C@H](C)N.COC[C@H](C)N.COCCNCCOC.COCCNCCOC
* lowest unoccupied orbital energy: 0.023 hartree

Positions of all 150 atoms, in Å:
C: -4.743 5.370 3.159
O: -3.699 5.252 2.199
C: -4.236 5.455 0.923
C: -3.206 5.129 -0.082
C: -2.026 6.022 -0.048
N: -3.865 5.283 -1.410
H: -4.269 5.294 4.107
H: -5.481 4.581 3.076
H: -5.285 6.417 3.146
H: -5.104 4.895 0.607
H: -4.684 6.520 0.675
H: -2.833 4.112 0.040
H: -1.298 5.804 -0.919
H: -1.368 5.828 0.799
H: -2.214 7.102 -0.060
H: -3.097 5.547 -2.125
H: -4.290 4.446 -1.692
C: -6.066 1.557 2.897
O: -6.346 1.189 1.555
C: -5.280 0.606 0.886
C: -4.613 1.734 0.019
C: -5.596 2.038 -1.061
N: -3.304 1.290 -0.576
H: -6.989 2.083 3.281
H: -5.214 2.264 2.917
H: -5.929 0.658 3.494
H: -4.577 0.258 1.637
H: -5.563 -0.252 0.246
H: -4.462 2.669 0.620
H: -5.016 2.590 -1.823
H: -6.544 2.578 -0.867
H: -5.877 1.012 -1.495
H: -3.538 0.609 -1.367
H: -2.714 0.745 0.112
C: 6.623 0.099 -2.384
O: 6.035 -0.042 -1.089
C: 6.207 1.185 -0.339
C: 5.804 1.046 1.181
C: 5.904 2.511 1.618
N: 6.490 0.111 2.028
H: 5.920 0.538 -3.128
H: 6.782 -0.880 -2.757
H: 7.643 0.509 -2.328
H: 7.203 1.543 -0.430
H: 5.601 1.964 -0.792
H: 4.736 0.861 1.230
H: 5.231 3.196 1.082
H: 6.934 2.931 1.526
H: 5.680 2.541 2.672
H: 7.363 0.501 2.408
H: 6.566 -0.858 1.728
C: 3.225 5.596 -0.800
O: 2.153 4.682 -1.038
C: 2.394 3.292 -0.914
C: 1.912 2.692 0.408
C: 2.031 1.225 0.281
N: 0.573 3.104 0.851
H: 4.122 5.224 -1.300
H: 3.381 5.656 0.239
H: 2.912 6.552 -1.250
H: 1.922 2.812 -1.773
H: 3.432 2.966 -1.063
H: 2.623 2.967 1.205
H: 1.319 0.803 -0.352
H: 1.929 0.739 1.286
H: 3.038 1.063 -0.064
H: -0.028 2.886 0.028
H: 0.664 4.084 1.058
C: -4.911 -6.973 0.759
O: -3.618 -6.497 0.680
C: -3.530 -5.063 0.939
C: -2.170 -4.516 0.831
C: -1.467 -4.827 -0.497
N: -1.345 -4.986 1.926
H: -5.412 -6.924 1.802
H: -4.908 -7.972 0.294
H: -5.648 -6.348 0.264
H: -4.304 -4.552 0.404
H: -4.002 -4.887 1.940
H: -2.369 -3.459 0.951
H: -2.038 -4.365 -1.332
H: -1.477 -5.920 -0.676
H: -0.435 -4.483 -0.528
H: -1.507 -4.675 2.866
H: -1.303 -5.966 2.057
C: -2.263 2.529 2.907
O: -2.388 1.142 2.681
C: -1.884 0.314 3.640
C: -1.706 -1.109 3.175
C: -0.559 -1.295 2.230
N: -2.928 -1.742 2.600
H: -2.577 3.058 2.061
H: -1.283 2.769 3.286
H: -3.061 2.854 3.589
H: -0.932 0.658 4.038
H: -2.558 0.344 4.542
H: -1.457 -1.642 4.085
H: -0.914 -0.954 1.266
H: -0.254 -2.351 2.013
H: 0.290 -0.674 2.391
H: -3.243 -1.194 1.805
H: -3.693 -1.697 3.278
C: 3.555 2.669 -4.214
O: 3.336 1.342 -3.719
C: 2.480 0.532 -4.517
C: 1.016 0.543 -3.956
N: 0.891 -0.293 -2.756
C: -0.508 -0.222 -2.312
C: -1.388 -1.216 -3.070
O: -2.717 -1.085 -2.625
C: -3.476 -2.198 -3.263
H: 4.162 2.604 -5.128
H: 4.083 3.277 -3.491
H: 2.626 3.195 -4.426
H: 2.971 -0.419 -4.489
H: 2.416 0.954 -5.543
H: 0.327 0.075 -4.670
H: 0.627 1.533 -3.806
H: 1.439 0.287 -2.117
H: -0.844 0.797 -2.319
H: -0.605 -0.562 -1.291
H: -1.064 -2.248 -2.826
H: -1.323 -0.979 -4.154
H: -3.234 -2.262 -4.321
H: -4.504 -2.009 -3.156
H: -3.297 -3.078 -2.751
C: 3.684 -7.230 2.638
O: 3.117 -6.018 2.261
C: 2.918 -5.886 0.880
C: 2.473 -4.449 0.621
N: 3.484 -3.467 0.886
C: 3.252 -2.106 0.249
C: 3.717 -1.959 -1.162
O: 2.973 -2.878 -1.940
C: 3.550 -3.160 -3.174
H: 4.637 -7.306 2.220
H: 3.137 -8.108 2.268
H: 3.677 -7.154 3.726
H: 2.144 -6.562 0.525
H: 3.813 -6.181 0.389
H: 1.671 -4.272 1.302
H: 2.143 -4.372 -0.412
H: 3.885 -3.326 1.859
H: 3.796 -1.368 0.881
H: 2.156 -1.886 0.244
H: 4.771 -2.196 -1.231
H: 3.597 -0.962 -1.646
H: 2.997 -3.986 -3.646
H: 4.581 -3.445 -3.095
H: 3.719 -2.342 -3.887

Atom charges from the Mulliken analysis, given in e for atoms 1 to 2: number 1, C, carries -0.84; number 2, O, carries -0.26

Most favorable structure: b. The second most favorable one is 418.8 kJ/mol above it.